[1]
This record from OMol25 describes an isolated molecule of C5H4O2. The level of theory is wB97M-V/def2-TZVPD.

```
11
Properties=species:S:1:pos:R:3:mulliken_charge:R:1
C 0.7462 -0.7896 -0.3564 -0.073
C 1.9326 -0.4760 0.1479 -0.677
C 3.1915 -0.3533 0.0239 0.719
C -0.2909 0.2128 -0.3492 -0.368
C 0.4327 1.4864 0.2618 -0.069
O 4.3147 -0.0187 -0.1354 -0.443
O 0.3780 2.5898 -0.1473 -0.437
H 0.4501 -1.7037 -0.8479 0.379
H -0.4499 0.3281 -1.4480 0.224
H -1.2563 -0.0592 0.1305 0.349
H 0.9512 1.3571 1.2179 0.395
```

Calculated values
HOMO-LUMO gap, eV: 8.276
Electronic energy, eV: -9341.2598
Maximum force, eV/Å: 2.400
SMILES string: O=C=C=CCC=O
LUMO level, eV: -0.700
ΔE to the lowest compared entry with this formula, charge and spin, kcal per mole: 67.4

[2]
This record from OMol25 describes an isolated molecule of C5H4O2. The level of theory is wB97M-V/def2-TZVPD.

```
11
Properties=species:S:1:pos:R:3:mulliken_charge:R:1
O -0.6293 2.3204 -0.0729 -0.501
C -0.3633 1.1482 -0.0614 0.425
C -1.2936 -0.0444 -0.2116 -0.266
C -0.5306 -1.3355 -0.1502 -0.597
C 0.8965 -0.9486 0.1195 -0.301
C 1.0645 0.5636 0.1316 0.435
O 2.0631 1.2184 0.2771 -0.502
H -2.0882 -0.0558 0.5498 0.328
H -1.8636 -0.0139 -1.1516 0.315
H 1.6035 -1.4775 -0.5369 0.370
H 1.1410 -1.3749 1.1065 0.295
```

Calculated values
HOMO-LUMO gap, eV: 7.862
Electronic energy, eV: -9340.4713
Maximum force, eV/Å: 0.663
LUMO level, eV: -0.916
ΔE to the lowest compared entry with this formula, charge and spin, kcal per mole: 85.6

[3]
This record from OMol25 describes an isolated molecule of C5H4O2. The level of theory is wB97M-V/def2-TZVPD.

```
11
Properties=species:S:1:pos:R:3:mulliken_charge:R:1
C -1.4483 0.2827 0.0501 -0.466
C -1.2492 0.9375 -1.1330 -0.244
C -0.3648 -0.5603 0.1186 0.247
C 0.5682 -0.2518 -0.9104 -0.167
C 1.0308 -0.8237 0.4750 0.217
O -0.0209 0.7520 -1.6386 -0.267
O 1.7394 -0.1238 1.4692 -0.538
H -2.1451 0.5109 0.9305 0.288
H -1.9944 1.6573 -1.6325 0.326
H 1.3159 -1.9604 0.3516 0.255
H 2.5685 -0.4204 1.9194 0.348
```

Calculated values
HOMO-LUMO gap (spin up / spin down), eV: 6.121 / 8.008
Electronic energy, eV: -9336.0134
Maximum force, eV/Å: 4.455
LUMO level (spin up / spin down), eV: 0.659 / -1.750
ΔE to the lowest compared entry with this formula, charge and spin, kcal per mole: 77.5
2S+1: 3

[4]
This record from OMol25 describes an isolated molecule of C5H4O2. The level of theory is wB97M-V/def2-TZVPD.

```
11
Properties=species:S:1:pos:R:3:mulliken_charge:R:1
C 0.3502 -0.0654 -1.1912 -0.283
C 0.7798 -0.7851 -2.1992 0.748
C 0.2791 1.2547 -0.4915 -0.316
C -0.4093 0.2938 0.2968 0.604
C -0.4681 -0.5506 1.4969 -1.323
O 1.2713 -1.5227 -2.9351 -0.412
O -1.1330 1.3390 -0.2368 -0.430
H 0.9373 2.0372 -0.2212 0.325
H -1.0479 0.0949 2.1463 0.368
H 0.3979 -0.6715 1.9746 0.380
H -0.9573 -1.4244 1.3604 0.340
```

Calculated values
HOMO-LUMO gap (spin up / spin down), eV: 6.576 / 7.610
Electronic energy, eV: -9336.3882
Maximum force, eV/Å: 5.188
LUMO level (spin up / spin down), eV: 0.807 / -1.895
ΔE to the lowest compared entry with this formula, charge and spin, kcal per mole: 68.9
2S+1: 3

[5]
This record from OMol25 describes a structure of composition C5H4O2S. The level of theory is wB97M-V/def2-TZVPD.

```
12
Properties=species:S:1:pos:R:3:mulliken_charge:R:1
C 0.2159 -0.6659 0.9338 -0.819
C 0.4303 -0.3344 -0.4576 0.649
C -0.3422 0.3134 1.8501 0.501
C 0.9781 -1.2384 -1.2838 0.400
C -0.3704 0.8795 -1.1023 -1.217
O -0.0752 1.4638 1.9244 -0.496
O 1.5590 -1.9391 -2.0246 -0.364
S -1.6582 -0.5913 2.4236 -0.088
H 0.7008 -1.5264 1.4853 0.376
H 0.2621 1.7892 -1.1692 0.298
H -1.1123 1.0607 -0.3966 0.382
H -0.5878 0.7889 -2.1833 0.379
```

Calculated values
HOMO-LUMO gap (spin up / spin down), eV: 7.743 / 6.776
Electronic energy, eV: -20175.5437
Maximum force, eV/Å: 3.552
LUMO level (spin up / spin down), eV: 0.383 / -2.984
ΔE to the lowest compared entry with this formula, charge and spin, kcal per mole: 0.9
2S+1: 3

[6]
This record from OMol25 describes a structure of composition C5H4O2Tl. The level of theory is wB97M-V/def2-TZVPD.

```
12
Properties=species:S:1:pos:R:3:mulliken_charge:R:1
O -1.9455 1.0526 1.2998 -0.459
C -0.5223 1.2929 1.3104 -0.276
H -2.1241 0.2750 0.7633 0.302
H -0.0848 0.4522 1.9397 0.282
H -0.2660 2.3252 1.5988 0.297
C 0.0202 1.0107 -0.0280 -0.252
C -0.1539 0.8907 -1.3153 -0.355
H -0.3437 1.3317 -2.2877 0.368
C 0.5566 -0.2446 -0.6815 -0.240
C 1.1304 -1.3863 -0.7400 1.330
O 1.5946 -2.4865 -0.7941 -0.649
Tl 2.1384 -4.5137 -1.0654 0.655
```

Calculated values
Charge: +1
HOMO-LUMO gap, eV: 7.924
Electronic energy, eV: -14026.7472
Maximum force, eV/Å: 3.010
LUMO level, eV: -4.315

[7]
This record from OMol25 describes an isolated molecule of C5H4O3. The level of theory is wB97M-V/def2-TZVPD.

```
12
Properties=species:S:1:pos:R:3:mulliken_charge:R:1
C 0.7110 0.0197 0.7104 0.292
C 0.6693 -1.1696 -0.5164 0.359
C -0.8878 -0.8532 -1.1101 -0.181
C -1.5615 0.2340 -0.5429 -0.719
C -0.6031 0.8078 0.5004 0.542
H 1.7750 1.9784 0.5987 0.350
H 1.0010 -0.3283 1.7258 0.233
H -1.0304 -1.7456 -1.7924 0.330
H -2.6031 0.3744 -0.5994 0.420
O 1.7658 0.9548 0.5223 -0.560
O 1.3901 -2.0936 -0.8444 -0.489
O -0.6265 1.8211 1.3480 -0.577
```

Calculated values
HOMO-LUMO gap, eV: 8.449
Electronic energy, eV: -11388.1275
Maximum force, eV/Å: 6.703
SMILES string: O=C1C=CC(=O)C1O
LUMO level, eV: -1.138
ΔE to the lowest compared entry with this formula, charge and spin, kcal per mole: 97.8

[8]
This record from OMol25 describes an isolated molecule of C5H4O3. The level of theory is wB97M-V/def2-TZVPD.

```
12
Properties=species:S:1:pos:R:3:mulliken_charge:R:1
C -0.0397 -0.7776 1.3560 0.425
C -0.7737 -0.6094 0.0209 0.489
C -0.9328 0.8097 -0.4352 -0.194
O -1.0052 -1.5331 -0.7422 -0.508
O 0.6822 -1.8875 1.4051 -0.400
C 0.3013 0.8884 -1.2635 -0.703
C 1.3364 1.2380 -1.7783 0.073
O -0.1055 0.0317 2.2440 -0.530
H 1.0720 -2.0139 2.2865 0.360
H -1.7925 0.9089 -1.1000 0.262
H -0.9057 1.5008 0.4071 0.271
H 2.1631 1.4441 -2.4003 0.456
```

Calculated values
HOMO-LUMO gap, eV: 9.804
Electronic energy, eV: -11389.8799
Maximum force, eV/Å: 2.275
SMILES string: C#CCC(=O)C(=O)O
LUMO level, eV: -0.294
ΔE to the lowest compared entry with this formula, charge and spin, kcal per mole: 57.4